1.
{"formula": "C9H14ClN", "method": "wB97M-V/def2-TZVPD", "species": ["C", "C", "C", "C", "C", "C", "C", "C", "C", "N", "Cl", "H", "H", "H", "H", "H", "H", "H", "H", "H", "H", "H", "H", "H", "H"], "coordinates": [[2.85626, 1.89282, 1.75469], [3.49536, 1.39776, 2.63456], [-2.47380, -1.30925, -0.78411], [-2.25445, 0.19264, -1.14486], [-1.36127, -1.75030, 0.15899], [-0.71770, 0.49579, -0.92111], [-0.24635, -0.82711, -0.27403], [-0.39748, 1.60451, 0.06300], [2.13732, -0.37579, -0.40829], [1.02202, -1.13317, -0.08450], [3.60984, -1.39479, -0.27584], [2.18087, 2.37723, 1.00644], [-3.45507, -1.43590, -0.24465], [-2.47748, -1.87920, -1.64157], [-2.64631, 0.32031, -2.17470], [-2.85845, 0.83204, -0.54226], [-1.74599, -1.54640, 1.19411], [-1.17532, -2.91952, 0.15229], [-0.12761, 0.67240, -1.85062], [3.95389, 0.94347, 3.38696], [-0.90205, 2.46887, -0.22572], [0.64998, 1.85947, -0.03069], [-0.56407, 1.27549, 1.03687], [2.17314, 0.17672, -1.37229], [1.32472, -1.93811, 0.58733]], "charge": 0}



2.
{"formula": "C9H14ClN", "method": "wB97M-V/def2-TZVPD", "species": ["C", "C", "C", "C", "C", "C", "C", "C", "C", "N", "Cl", "H", "H", "H", "H", "H", "H", "H", "H", "H", "H", "H", "H", "H", "H"], "coordinates": [[-3.83994, -2.64352, 0.01392], [-3.42514, -1.55352, -0.24838], [1.05990, -1.35332, 0.85191], [1.77542, -0.01436, 0.55912], [-0.39691, -1.26537, 0.37180], [0.71088, 1.03078, 0.48017], [-0.46416, 0.33426, -0.19425], [1.25360, 2.33559, -0.22371], [-2.85143, 0.54494, -0.60712], [-1.73423, 0.83142, 0.06193], [-4.31431, 1.34481, 0.02080], [-4.08537, -3.65355, 0.40208], [1.53926, -2.22071, 0.43577], [1.01782, -1.42254, 1.95759], [2.39835, 0.11672, 1.46530], [2.36136, 0.07398, -0.37626], [-0.69178, -2.14064, -0.14162], [-1.06231, -1.26229, 1.26941], [0.28875, 1.40147, 1.39753], [-0.40225, 0.40717, -1.36896], [1.51247, 2.18684, -1.28165], [2.09179, 2.77344, 0.20467], [0.47658, 3.08161, -0.20353], [-2.78640, 0.57395, -1.65337], [-1.72109, 1.23984, 1.02696]], "charge": 0}



1 is the most stable structure; the next one sits 0.128 eV above it.